{"formula": "C46H63BF11NO22PS", "method": "ωB97M-V with the def2-TZVPD basis set", "species": ["C", "O", "C", "C", "C", "C", "C", "C", "C", "C", "C", "C", "P", "S", "C", "N", "C", "C", "C", "C", "C", "O", "C", "C", "B", "O", "O", "C", "F", "F", "C", "C", "C", "C", "C", "C", "F", "F", "F", "C", "C", "H", "H", "H", "H", "H", "H", "H", "H", "H", "H", "H", "H", "H", "H", "H", "H", "H", "H", "H", "H", "H", "H", "H", "H", "H", "H", "H", "H", "H", "H", "H", "H", "H", "H", "H", "H", "H", "H", "H", "H", "H", "H", "H", "H", "H", "C", "C", "O", "C", "O", "O", "F", "H", "H", "H", "C", "C", "O", "C", "O", "O", "F", "H", "H", "H", "C", "C", "O", "C", "O", "O", "F", "H", "H", "H", "C", "C", "O", "C", "O", "O", "F", "H", "H", "H", "C", "C", "O", "C", "O", "O", "F", "H", "H", "H", "C", "C", "O", "C", "O", "O", "F", "H", "H", "H"], "xyz": [[-2.907, -1.923, 4.436], [-1.718, -2.406, 3.714], [-2.081, -2.975, 2.404], [-1.473, -2.050, 1.184], [-2.429, -0.712, 0.927], [-3.550, -1.121, -0.203], [-5.100, -0.799, 0.224], [-5.545, 0.774, 0.096], [-4.912, 1.549, -1.230], [-3.581, 2.376, -0.651], [-2.285, 2.306, -1.663], [-1.633, 3.842, -1.723], [-2.946, 4.709, -2.872], [-2.185, 5.298, -4.566], [-0.037, 3.955, -2.210], [0.827, 4.766, -1.484], [2.263, 4.914, -1.933], [2.905, 3.441, -2.382], [2.903, 3.201, -4.010], [3.379, 1.631, -4.339], [2.161, 0.712, -4.963], [0.845, 0.966, -4.333], [0.750, 0.355, -2.997], [0.033, 5.388, -0.357], [-0.481, 6.823, -1.057], [-1.469, 7.656, -0.343], [0.055, 7.245, -2.367], [0.791, 5.950, 0.983], [-0.243, 6.173, 2.034], [1.493, 7.269, 0.762], [1.913, 4.942, 1.625], [2.774, 5.547, 2.925], [3.947, 4.722, 3.723], [4.328, 3.217, 3.195], [3.495, 2.611, 1.920], [3.917, 1.081, 1.403], [4.788, 1.321, 0.191], [4.752, 0.340, 2.377], [2.736, 0.316, 0.916], [2.269, 3.422, 1.123], [-1.367, 4.544, -0.228], [-3.777, -2.714, 4.451], [-2.618, -1.728, 5.569], [-3.267, -0.895, 4.006], [-1.605, -4.061, 2.276], [-3.240, -3.083, 2.236], [-1.337, -2.698, 0.205], [-0.410, -1.664, 1.503], [-2.917, -0.318, 1.929], [-1.689, 0.133, 0.535], [-3.477, -2.304, -0.336], [-3.207, -0.660, -1.222], [-5.194, -1.083, 1.378], [-5.855, -1.443, -0.405], [-5.240, 1.404, 1.055], [-6.730, 0.878, 0.019], [-4.639, 0.802, -2.099], [-5.730, 2.304, -1.648], [-3.232, 1.921, 0.375], [-3.976, 3.483, -0.466], [-2.735, 2.129, -2.754], [-1.498, 1.482, -1.397], [-3.339, 5.908, -2.143], [-4.159, 3.906, -3.015], [0.152, 3.301, -3.164], [2.252, 5.555, -2.940], [2.937, 5.469, -1.123], [4.051, 3.395, -2.050], [2.366, 2.534, -1.855], [1.858, 3.370, -4.525], [3.657, 3.929, -4.580], [3.731, 1.155, -3.324], [4.252, 1.655, -5.152], [2.076, 0.778, -6.147], [2.427, -0.425, -4.725], [1.702, -0.238, -2.655], [0.567, 1.195, -2.199], [-0.169, -0.401, -2.908], [-2.353, 7.181, -0.333], [1.013, 7.520, -2.163], [2.529, 6.651, 3.299], [4.453, 5.273, 4.650], [5.200, 2.636, 3.755], [1.687, 2.939, 0.225], [-2.292, 5.040, 0.305], [-1.132, 3.566, 0.411], [2.468, -2.851, 5.246], [2.219, -3.984, 4.309], [1.557, -4.935, 5.112], [0.896, -4.206, 6.054], [0.000, -4.645, 6.755], [1.354, -2.918, 6.112], [3.383, -4.522, 3.883], [3.388, -2.977, 5.827], [2.508, -1.887, 4.731], [1.590, -3.726, 3.451], [1.219, -0.033, -10.750], [2.508, -0.273, -10.041], [2.136, -0.303, -8.682], [0.851, -0.756, -8.676], [0.278, -1.175, -7.684], [0.284, -0.692, -9.919], [3.361, 0.759, -10.227], [0.962, 1.030, -10.814], [1.214, -0.456, -11.759], [2.998, -1.215, -10.309], [3.061, -7.951, 3.651], [2.499, -9.156, 4.326], [1.313, -9.413, 3.608], [1.553, -8.949, 2.349], [0.878, -9.234, 1.374], [2.649, -8.130, 2.311], [2.169, -8.881, 5.608], [2.642, -7.016, 4.038], [4.151, -7.905, 3.724], [3.150, -10.036, 4.288], [-1.137, 10.391, -2.575], [-0.927, 11.791, -2.110], [0.203, 12.215, -2.839], [0.160, 11.505, -4.002], [0.805, 11.786, -4.999], [-0.699, 10.444, -3.918], [-0.620, 11.822, -0.794], [-0.529, 9.666, -2.023], [-2.185, 10.086, -2.516], [-1.768, 12.462, -2.313], [-6.988, -5.792, 1.258], [-6.778, -4.391, 1.723], [-5.648, -3.968, 0.993], [-5.691, -4.677, -0.169], [-5.046, -4.396, -1.166], [-6.550, -5.738, -0.085], [-6.471, -4.360, 3.039], [-6.380, -6.516, 1.809], [-8.036, -6.096, 1.317], [-7.619, -3.720, 1.520], [4.312, -12.999, 6.264], [4.272, -12.324, 7.592], [4.911, -11.091, 7.354], [4.667, -10.811, 6.043], [4.819, -9.711, 5.538], [4.222, -11.912, 5.364], [4.996, -13.011, 8.504], [5.250, -13.537, 6.090], [3.479, -13.693, 6.124], [3.261, -12.147, 7.975]], "atomic_forces_ev_per_a": [[-0.213, 0.340, 1.173], [-2.260, -0.272, -0.825], [0.529, -0.450, -1.584], [0.034, 0.575, 0.901], [0.681, -0.519, -0.485], [0.105, -0.780, 0.335], [0.142, 0.492, 0.468], [-0.649, 0.593, -0.434], [-0.020, 0.040, 0.973], [-0.228, -0.348, -0.287], [-0.540, 1.030, -0.658], [1.552, 0.189, 1.734], [1.074, 1.302, -0.549], [-0.066, -0.485, 0.334], [-0.573, 0.746, 0.379], [-3.588, -4.340, -1.955], [1.747, 0.174, -1.177], [0.809, -0.098, -0.368], [0.280, -0.411, -0.808], [-0.449, 0.500, -0.307], [0.842, -1.288, 0.048], [1.497, -0.917, 1.047], [-0.473, -0.492, 0.867], [-1.465, 3.340, -0.286], [-0.826, 2.419, -0.595], [0.589, -2.913, -2.307], [0.839, -0.082, 3.979], [0.925, -1.334, 2.068], [2.748, -0.278, -3.199], [-2.372, -3.437, 0.147], [3.219, -1.939, 2.190], [0.930, -2.757, -0.643], [-2.612, -1.157, -3.671], [-2.927, 2.458, -1.637], [-0.519, 1.944, 1.495], [0.807, 0.985, -1.246], [-2.616, -1.297, 3.537], [-3.228, 2.196, -3.424], [4.061, 2.100, 1.803], [1.881, 2.222, 3.186], [0.339, -2.731, 0.845], [1.679, 1.521, -0.254], [-0.335, -0.511, -2.488], [0.490, -1.960, 0.643], [-0.982, 2.286, 0.602], [2.155, 0.262, 0.574], [-0.475, 1.411, 1.923], [-1.968, -0.924, -0.485], [1.029, -0.950, -2.017], [-1.695, -1.571, 0.734], [-0.282, 2.604, 0.205], [-0.952, -0.811, 1.778], [0.056, 0.392, -2.546], [1.645, 1.178, 1.218], [-0.568, -1.413, -1.979], [2.541, -0.496, 0.267], [-0.468, 1.457, 1.846], [1.902, -1.499, 0.875], [-0.876, 0.961, -1.990], [1.149, -2.200, -0.329], [1.339, 0.004, 2.243], [-1.638, 1.595, -0.414], [-0.048, -1.123, 0.070], [1.054, 0.381, 0.717], [0.619, 1.647, 1.795], [-0.113, -1.193, 2.358], [-1.856, -1.331, -1.591], [-2.616, 0.220, -0.536], [0.953, 1.949, -0.987], [1.931, -0.277, 1.242], [-1.616, -1.437, 1.584], [-0.429, 0.834, -2.100], [-1.829, -0.208, 2.040], [-0.089, 0.245, 2.741], [-0.438, 2.368, -0.672], [-1.656, 1.202, -0.883], [0.375, -1.412, -1.362], [1.916, 1.693, -0.523], [1.512, 0.931, 0.382], [-1.746, -0.573, -0.797], [0.520, -2.725, -0.981], [-1.121, -1.585, -2.340], [-2.219, 1.165, -1.584], [1.424, 0.885, 2.108], [2.215, -0.603, -1.268], [-0.432, 2.141, -0.944], [0.521, 1.133, 0.090], [0.366, -0.423, -0.430], [-0.374, 0.712, 0.137], [-2.638, -0.997, 2.325], [2.337, 1.135, -1.748], [-0.449, -0.902, -0.044], [0.188, -0.160, -0.298], [-0.025, -0.200, -0.214], [-0.174, -0.106, 0.170], [0.150, -0.122, -0.019], [-0.451, 0.213, -1.209], [0.778, 0.420, -0.104], [-0.605, -0.490, -0.199], [-2.037, -1.107, 2.401], [1.418, 1.117, -2.338], [0.386, -0.228, 1.118], [0.293, 0.021, -0.009], [0.266, -0.057, 0.093], [-0.139, -0.041, 0.238], [0.109, 0.180, 0.044], [1.062, 0.840, 0.269], [-0.075, -0.304, 0.603], [0.295, 0.215, -0.930], [-1.638, -0.464, -2.515], [1.531, 0.736, 2.230], [-0.934, -0.734, -0.282], [-0.143, -0.158, 0.337], [-0.068, -0.299, 0.152], [-0.216, -0.085, -0.162], [-0.404, 0.311, -0.039], [-0.674, -0.964, 0.236], [0.116, 0.376, 0.702], [-0.453, -0.388, -0.638], [1.803, 0.528, -2.923], [-1.557, -0.792, 2.510], [0.584, 0.782, -0.231], [-0.059, 0.165, 0.261], [-0.100, 0.305, 0.081], [0.189, 0.007, -0.187], [0.115, 0.025, 0.186], [-0.758, -1.044, 0.268], [0.067, 0.262, 0.818], [-0.356, -0.307, -0.657], [1.595, 0.148, -2.819], [-1.462, -0.602, 2.427], [0.716, 1.003, -0.294], [-0.042, 0.230, 0.219], [-0.001, 0.270, 0.105], [0.189, 0.035, -0.204], [0.107, 0.026, 0.180], [-0.317, -1.253, -0.484], [0.268, -0.317, 0.870], [-0.544, 0.185, -0.983], [0.666, 2.436, -1.113], [0.126, -2.614, 1.253], [0.250, 1.185, 0.346], [-0.068, -0.017, 0.215], [-0.043, 0.120, 0.253], [0.086, 0.247, -0.128], [0.163, -0.043, 0.123]], "lowdin_charge": [-0.12, -0.25, -0.21, -0.17, -0.20, -0.19, -0.20, -0.21, -0.19, -0.22, -0.19, -0.43, 0.39, 0.18, 0.09, -0.01, -0.09, -0.17, -0.19, -0.15, -0.19, -0.26, -0.12, -0.17, -0.46, 0.08, 0.06, -0.20, 0.01, -0.01, -0.04, 0.03, -0.02, 0.03, -0.02, -0.22, -0.03, 0.02, 0.00, 0.07, -0.06, 0.10, 0.11, 0.08, 0.14, 0.12, 0.12, 0.11, 0.10, 0.09, 0.11, 0.10, 0.12, 0.12, 0.11, 0.12, 0.12, 0.11, 0.10, 0.11, 0.12, 0.10, -0.01, 0.02, 0.16, 0.16, 0.16, 0.14, 0.09, 0.11, 0.13, 0.11, 0.13, 0.14, 0.14, 0.11, 0.05, 0.12, 0.11, 0.14, 0.12, 0.11, 0.12, 0.09, 0.15, 0.15, -0.08, -0.33, 0.13, -0.50, 0.15, 0.07, 0.08, 0.15, 0.14, 0.18, -0.07, -0.33, 0.12, -0.50, 0.14, 0.08, 0.08, 0.15, 0.15, 0.18, -0.07, -0.35, 0.15, -0.50, 0.14, 0.08, 0.09, 0.12, 0.14, 0.14, -0.08, -0.33, 0.15, -0.50, 0.15, 0.08, 0.08, 0.12, 0.15, 0.18, -0.07, -0.33, 0.10, -0.50, 0.14, 0.08, 0.08, 0.15, 0.15, 0.18, -0.07, -0.33, 0.16, -0.48, 0.13, 0.07, 0.09, 0.15, 0.15, 0.18], "lumo_energy_ev": -4.46, "e_tot_ev": -145926.4687, "total_charge": 1}